--- a ---
Formula: C4H12NO2
Source: the Open Molecules 2025 dataset
Level of theory: ωB97M-V with the def2-TZVPD basis set

Element x y z (Å)
C  -0.0796  1.0753  -1.9027
O  -1.1739  1.8310  -1.9623
C  0.1428  0.4679  -0.4926
C  1.0505  -0.7360  -0.5032
C  1.5299  -1.1820  0.8907
N  -1.1941  0.1196  0.0534
H  0.9005  1.5756  -2.1382
H  -0.0868  0.1959  -2.6016
H  0.5023  1.2466  0.1919
H  1.9540  -0.5659  -1.1086
H  0.5102  -1.5564  -0.9771
H  1.8855  -0.3173  1.4395
H  0.7079  -1.5665  1.5035
H  2.3175  -1.9359  0.8164
H  -1.4319  -0.8390  -0.1673
H  -1.7897  0.7289  -0.5298
H  -1.6695  0.6300  1.7534
H  -2.2895  0.0279  3.0081
O  -1.7860  0.8003  2.7263

Computed properties:
- E_HOMO: -2.79 eV
- Gap between HOMO and LUMO: 0.24456 Ha
- Net charge: -1

--- b ---
Formula: C4H12NO2
Source: the Open Molecules 2025 dataset
Level of theory: ωB97M-V with the def2-TZVPD basis set

Element x y z (Å)
C  0.3639  -0.0479  -0.6580
N  0.1322  0.1585  0.8010
C  0.8478  1.3853  1.2695
O  0.3058  2.5866  0.8968
C  0.7992  -1.4782  -0.9395
C  -0.2572  -2.5018  -0.5662
H  -0.5706  0.1754  -1.1867
H  1.0866  0.6747  -1.0419
H  -0.8453  0.4321  0.8528
H  0.9651  1.2934  2.3691
H  1.8799  1.3135  0.8607
H  1.7678  -1.6889  -0.4715
H  1.0402  -1.5457  -2.0113
H  -0.4562  -2.5009  0.5055
H  -1.2082  -2.2028  -1.0192
H  0.0248  -3.4997  -0.9062
H  -2.6247  2.9044  0.6527
H  -1.1254  2.2966  0.4203
O  -2.1256  2.2455  0.1720

Computed properties:
- E_HOMO: -3.17 eV
- Gap between HOMO and LUMO: 0.26264 Ha
- Net charge: -1

--- c ---
Formula: C4H12NO2
Source: the Open Molecules 2025 dataset
Level of theory: ωB97M-V with the def2-TZVPD basis set

Element x y z (Å)
C  -0.3957  1.4749  0.8446
C  -0.4201  -0.0393  0.7852
C  -1.8820  -0.5462  0.7159
N  0.4033  -0.5277  -0.3321
C  0.0891  0.1234  -1.6921
O  -1.1819  0.3525  -1.9733
H  -1.1077  1.9411  0.1741
H  -0.5945  1.7950  1.8770
H  0.6091  1.8553  0.6316
H  -0.0085  -0.5245  1.6741
H  -2.1797  -0.6946  -0.3115
H  -1.9645  -1.5300  1.2093
H  -2.6029  0.0560  1.2813
H  0.2864  -1.5293  -0.4269
H  0.6942  1.0666  -1.6355
H  0.5827  -0.5649  -2.4229
H  2.2807  -1.3953  0.9823
H  2.5084  0.0013  0.6351
O  2.8930  -0.6850  1.2106

Computed properties:
- E_HOMO: -2.73 eV
- Gap between HOMO and LUMO: 0.25267 Ha
- Net charge: -1

The structure with the most favorable energy is b; the runner-up is 5.2 kJ/mol above it.

--- a ---
Formula: C4H12NO2
Source: the Open Molecules 2025 dataset
Level of theory: ωB97M-V with the def2-TZVPD basis set

Element x y z (Å)
C  -1.5160  0.3570  -1.6150
C  -1.2005  0.8012  -0.1831
C  0.1596  0.2977  0.3048
C  0.3561  -1.2353  0.0880
O  -0.5838  -1.9725  0.6285
N  -1.3461  2.2738  -0.0809
H  -2.1996  1.0556  -2.0880
H  -0.6158  0.2524  -2.2232
H  -1.9915  -0.6258  -1.6024
H  -1.8900  0.2821  0.4682
H  0.9852  0.8456  -0.1880
H  0.2229  0.5691  1.3693
H  0.5228  -1.3057  -1.0266
H  1.4253  -1.3777  0.4678
H  -0.6077  2.6590  -0.6633
H  -1.1117  2.5442  0.8772
H  2.8338  -1.9801  1.1316
H  3.1017  -1.3776  2.4576
O  3.4553  -2.0630  1.8775

Computed properties:
- E_HOMO: -2.79 eV
- Gap between HOMO and LUMO: 0.25218 Ha
- Net charge: -1

--- b ---
Formula: C4H12NO2
Source: the Open Molecules 2025 dataset
Level of theory: ωB97M-V with the def2-TZVPD basis set

Element x y z (Å)
C  0.7901  -2.2596  1.2020
N  0.0797  -1.4882  0.1874
C  0.9538  -1.4035  -1.0843
C  -0.3489  -0.1735  0.7256
C  -1.4144  0.5016  -0.2670
O  -1.3905  1.8815  -0.0268
H  0.2610  -2.1321  2.1333
H  1.7622  -1.7464  1.2663
H  0.9811  -3.2365  0.9443
H  0.9602  -2.3075  -1.5879
H  1.9944  -1.1571  -0.8231
H  0.5865  -0.6945  -1.8148
H  -0.6869  -0.2622  1.7522
H  0.5197  0.4946  0.7096
H  -2.4131  0.0988  0.0132
H  -0.9692  0.3223  -1.2938
H  0.7998  2.9903  -1.3312
H  -0.2035  2.3428  -0.1881
O  0.8864  2.5828  -0.5419

Computed properties:
- E_HOMO: -3.48 eV
- Gap between HOMO and LUMO: 0.27011 Ha
- Net charge: -1

The structure with the most favorable energy is a; the runner-up is 81.4 kJ/mol above it.

--- a ---
Formula: C4H12NO2
Source: the Open Molecules 2025 dataset
Level of theory: ωB97M-V with the def2-TZVPD basis set

Element x y z (Å)
C  -0.9978  -0.2076  -1.0474
O  -0.1064  0.8087  -1.0637
C  -0.4653  -1.4393  -0.1540
C  0.9798  -1.2171  0.2867
C  1.0852  -0.2726  1.5020
N  0.7591  -0.7860  2.8249
H  -1.2042  -0.6628  -2.0269
H  -1.9564  0.1469  -0.6030
H  -0.4812  -2.3337  -0.8190
H  -0.9904  -1.9504  0.6692
H  1.6615  -0.8829  -0.4912
H  1.3962  -2.1621  0.6416
H  2.0673  0.2235  1.5619
H  0.3825  0.5411  1.2623
H  1.0335  -1.7507  2.9872
H  -0.2606  -0.8469  2.8360
H  -0.5846  3.5321  -1.8360
H  -0.5973  1.9959  -1.4867
O  -1.0497  2.7659  -2.1549

Computed properties:
- E_HOMO: -3.55 eV
- Gap between HOMO and LUMO: 0.27865 Ha
- Net charge: -1

--- b ---
Formula: C4H12NO2
Source: the Open Molecules 2025 dataset
Level of theory: ωB97M-V with the def2-TZVPD basis set

Element x y z (Å)
C  -0.3074  -0.9301  -0.0080
N  0.4978  -0.2360  -1.0371
C  1.9258  -0.6879  -1.0125
O  2.6223  -0.4415  0.1029
C  -1.7646  -0.5416  -0.0588
C  -2.0262  0.9382  0.3164
H  0.1515  -0.7886  0.9724
H  -0.1762  -2.0009  -0.1921
H  0.4980  0.7456  -0.7917
H  2.3554  -0.2121  -1.9114
H  1.8396  -1.7745  -1.1955
H  -2.1773  -0.7210  -1.0512
H  -2.3669  -1.1486  0.6246
H  -1.6565  1.1125  1.3191
H  -3.0849  1.1554  0.1912
H  -1.5220  1.5854  -0.3946
H  1.4174  1.9905  1.1440
H  2.0841  0.6152  1.1803
O  1.6901  1.3399  1.8020

Computed properties:
- E_HOMO: -3.20 eV
- Gap between HOMO and LUMO: 0.26090 Ha
- Net charge: -1

--- c ---
Formula: C4H12NO2
Source: the Open Molecules 2025 dataset
Level of theory: ωB97M-V with the def2-TZVPD basis set

Element x y z (Å)
C  -1.8679  -1.6057  -0.1812
N  -0.9538  -0.4594  -0.3769
C  -0.6571  0.2988  0.9177
C  0.0196  1.6517  0.5931
C  1.4299  1.3969  0.0082
O  2.2078  0.3676  0.4665
H  -2.8336  -1.1729  -0.0007
H  -1.6417  -2.2317  0.6865
H  -2.1144  -2.3662  -1.0833
H  -0.0560  -0.7390  -0.8653
H  -0.0632  -0.2450  1.6835
H  -1.6183  0.5234  1.4082
H  -0.5467  2.2447  -0.1102
H  0.1507  2.2032  1.5194
H  1.2472  1.3583  -1.0798
H  1.8552  2.4017  0.2112
H  2.1986  -0.3856  -0.2427
H  1.6196  -1.8443  -2.2202
O  1.6240  -1.3964  -1.3343

Computed properties:
- E_HOMO: -3.76 eV
- Gap between HOMO and LUMO: 0.29150 Ha
- Net charge: -1

The structure with the most favorable energy is b; the runner-up is 75.3 kJ/mol above it.

--- a ---
Formula: C4H12NO2
Source: the Open Molecules 2025 dataset
Level of theory: ωB97M-V with the def2-TZVPD basis set

Element x y z (Å)
C  0.5062  -0.9713  -2.2073
O  -0.0601  -2.0134  -1.7920
C  1.9166  -0.5202  -1.2748
C  1.3515  0.3571  -0.2119
C  0.9058  -0.4419  1.0597
N  0.1216  -1.6383  0.6460
H  0.6837  -0.9886  -3.3431
H  -0.1056  -0.0425  -2.1340
H  2.5104  -1.4155  -0.9918
H  2.6357  -0.0170  -1.8669
H  2.2838  0.9683  0.0677
H  0.7066  1.3088  -0.3879
H  0.2798  0.2494  1.6773
H  1.6121  -0.8325  1.6957
H  0.5686  -2.3844  0.2703
H  -0.4689  -1.4561  -0.1791
H  -3.6138  4.9265  3.4289
H  -3.3123  3.5569  2.7704
O  -4.0288  4.1451  3.0765

Computed properties:
- E_HOMO: -2.37 eV
- Gap between HOMO and LUMO: 0.18857 Ha
- Net charge: -1

--- b ---
Formula: C4H12NO2
Source: the Open Molecules 2025 dataset
Level of theory: ωB97M-V with the def2-TZVPD basis set

Element x y z (Å)
C  -0.5314  -1.6972  0.0290
C  -0.7753  -0.8656  -1.2125
N  -1.2029  0.5142  -0.9379
C  -0.0697  1.3908  -0.6507
C  -0.0543  1.7950  0.8885
O  -0.4520  0.7874  1.6805
H  -0.0763  -2.6785  -0.1635
H  0.0664  -1.2100  0.7848
H  -1.4629  -1.8876  0.5806
H  -1.5181  -1.3771  -1.8437
H  0.0994  -0.7704  -1.8702
H  -1.6492  0.4687  -0.0212
H  0.8692  0.8564  -0.8280
H  -0.1236  2.3620  -1.1601
H  -0.7294  2.6923  0.9719
H  0.9668  2.2080  1.0918
H  1.8468  -0.5745  0.2394
H  2.3915  -0.8496  1.6637
O  2.4049  -1.1643  0.7575

Computed properties:
- E_HOMO: -2.80 eV
- Gap between HOMO and LUMO: 0.25509 Ha
- Net charge: -1

--- c ---
Formula: C4H12NO2
Source: the Open Molecules 2025 dataset
Level of theory: ωB97M-V with the def2-TZVPD basis set

Element x y z (Å)
C  -0.4305  -0.6775  1.6014
C  0.2333  0.2376  0.5537
C  -0.7659  0.6448  -0.5133
C  -1.6185  -0.5141  -1.0967
O  -2.7170  -0.8079  -0.4088
N  0.9160  1.3936  1.0991
H  -0.7726  -1.5724  1.0609
H  0.2338  -0.8218  2.4523
H  -1.3714  -0.2263  1.9086
H  0.9557  -0.3941  0.0427
H  -1.4149  1.4176  -0.0924
H  -0.1809  1.1404  -1.3002
H  -1.7626  -0.2500  -2.1816
H  -0.8703  -1.3831  -1.1976
H  0.3468  2.0378  1.6195
H  1.8640  1.2259  1.3642
H  2.1105  -1.1328  -1.3905
H  2.3947  0.2609  -1.8474
O  2.8497  -0.5785  -1.6740

Computed properties:
- E_HOMO: -2.44 eV
- Gap between HOMO and LUMO: 0.23196 Ha
- Net charge: -1

The structure with the most favorable energy is c; the runner-up is 6.3 kJ/mol above it.